Density functional theory data (ωB97M-V/def2-TZVPD) for C4H8O2 as an isolated structure at a distorted geometry.

Calculated values
Net charge   0
DFT total energy   -8369.523 eV
ΔE to the lowest compared entry with this formula, charge and spin   3.759 eV
Orbital gap   9.4 eV
HOMO   -8.82 eV
Spin multiplicity   1

Structure (XYZ):
```
14
Properties=species:S:1:pos:R:3:mulliken_charge:R:1
C 0.900 0.133 -0.933 -0.041
C 0.303 -0.531 0.250 0.270
C -0.318 1.206 0.176 -0.615
C -0.683 -1.622 0.003 -1.255
O 0.552 -0.260 -2.089 -0.626
O -0.079 1.731 1.477 -0.492
H 0.762 2.210 1.462 0.317
H 1.914 0.533 -0.728 0.358
H 1.007 -0.720 1.063 0.332
H -0.184 2.030 -0.535 0.423
H -1.392 1.036 0.072 0.336
H -1.196 -1.893 0.931 0.371
H -1.413 -1.340 -0.763 0.302
H -0.173 -2.513 -0.386 0.320
```